[1]
Here is 15 unconnected molecules or ions with the total composition H31O15 from the Open Molecules 2025 dataset. Energies are from ωB97M-V/def2-TZVPD.

Each atom is followed by the atoms it is bonded to, with distances in Å.
Element x y z (Å)
1 O -0.7084 -1.1247 3.9006  H3 0.978, H40 1.060
2 H 3.8584 1.3086 -1.5702  O13 0.978
3 H -1.5859 -1.5389 3.7782  O1 0.978
4 O -2.9187 -0.6582 -2.8695  H6 0.911, H23 0.980
5 H 2.7424 -0.4080 -0.2786  O30 0.968
6 H -2.6034 -0.8433 -3.7037  O4 0.911
7 O 0.1148 -1.7983 -4.1164  H17 0.904, H18 1.019
8 H -0.8857 -1.0053 0.3773  O19 0.938
9 H -3.7229 0.0312 -0.8125  O39 1.001
10 O -2.1898 2.6489 1.0386  H14 1.016, H44 0.910
11 H -0.1408 -2.8258 -1.7609  O25 0.945
12 H -1.7039 2.2798 -0.2271  O28 1.125
13 O 3.5917 1.9242 -0.8581  H2 0.978, H15 0.846
14 H -1.5370 2.5197 1.8059  O10 1.016
15 H 4.0662 2.0062 -0.1628  O13 0.846
16 O -0.7380 1.7031 2.9152  H20 0.960, H35 0.949
17 H 0.4982 -1.4109 -4.8372  O7 0.904
18 H -0.4825 -1.1327 -3.6279  O7 1.019
19 O -1.5377 -0.4606 -0.0211  H8 0.938, H37 1.105
20 H 0.1036 1.2418 2.9218  O16 0.960
21 H 2.7494 -3.1662 -2.7726  O33 1.035
22 O 1.3581 3.3081 -0.9138  H26 1.126, H29 0.940
23 H -3.2054 -1.3091 -2.1959  O4 0.980
24 H 3.4980 -1.8095 -2.2871  O33 0.930
25 O -0.2675 -2.4639 -0.8971  H11 0.945, H34 1.052
26 H 2.2612 2.6436 -1.0189  O22 1.126
27 H 0.7975 -3.4261 2.2794  O36 0.853
28 O -1.0933 2.3168 -1.1707  H12 1.125, H32 0.847, H45 1.111
29 H 1.4970 3.1185 -0.0033  O22 0.940
30 O 3.0717 -0.1995 0.6069  H5 0.968, H31 0.970
31 H 3.4207 -1.0050 1.0185  O30 0.970
32 H -1.2749 1.6473 -1.6573  O28 0.847
33 O 3.2019 -2.6437 -2.0016  H21 1.035, H24 0.930
34 H -0.8825 -1.6122 -0.9508  O25 1.052
35 H -0.8269 1.9395 3.8296  O16 0.949
36 O 0.8921 -2.7657 1.7484  H27 0.853, H38 1.034
37 H -2.1458 0.0400 0.7546  O19 1.105
38 H 0.3903 -2.6560 0.8504  O36 1.034
39 O -4.1002 0.5033 -0.0149  H9 1.001, H46 0.975
40 H -0.0587 -1.8919 3.5629  O1 1.060
41 H 1.6400 0.0691 2.6263  O42 0.951
42 O 1.5734 0.6300 3.3918  H41 0.951, H43 0.939
43 H 1.3639 0.0502 4.1004  O42 0.939
44 H -3.0766 2.4976 0.8998  O10 0.910
45 H -0.1078 2.8212 -1.2683  O28 1.111
46 H -4.8964 0.9066 -0.4084  O39 0.975

* energy above the lowest of the compared OMol25 structures with the same formula, charge and spin: 540.2 kJ/mol
* total charge: +1
* E_HOMO: -13.9 eV
* calculated total energy: -1146.79719 hartree
* orbital gap: 0.4019 hartree
* max |F|: 10.6 eV Å⁻¹

[2]
Here is 16 unconnected molecules or ions with the total composition H31O16 from the Open Molecules 2025 dataset. Energies are from ωB97M-V/def2-TZVPD.

Each atom is followed by the atoms it is bonded to, with distances in Å.
Element x y z (Å)
1 O 2.6985 -1.8099 -1.1123  H5 0.955, H6 0.953
2 H -2.2642 -2.5172 -1.9316  O13 0.962
3 H 4.0401 -3.7971 -1.4272  O10 0.960
4 O -0.9620 -0.4825 -1.3543  H8 0.980, H12 0.954
5 H 3.4487 -1.2183 -1.1088  O1 0.955
6 H 2.0103 -1.5874 -0.4912  O1 0.953
7 O -5.0333 0.7551 1.5858  H24 0.965, H31 0.967
8 H -0.5962 0.3857 -1.0843  O4 0.980
9 H 3.5986 -2.8581 -2.4942  O10 0.971
10 O 4.3293 -3.4609 -2.2791  H3 0.960, H9 0.971
11 H 0.5198 5.2253 -0.0935  O36 0.963
12 H -1.6586 -0.5849 -1.9980  O4 0.954
13 O -2.9975 -3.0638 -2.2293  H2 0.962, H28 0.962
14 H 1.7304 -0.8288 2.1779  O27 1.169
15 H -0.0873 1.4572 1.8509  O33 0.950
16 O 2.9159 -2.2048 3.9443  H17 0.941, H18 0.953
17 H 3.7419 -2.2059 4.3960  O16 0.941
18 H 2.2549 -1.5397 4.1131  O16 0.953
19 O 0.2073 0.3807 4.8151  H20 0.953, H21 0.925
20 H -0.4963 -0.0425 4.3318  O19 0.953
21 H 0.9759 0.3752 4.3011  O19 0.925
22 O -3.7823 4.9834 0.6020  H23 0.961, H44 0.956
23 H -3.4248 4.2670 1.1331  O22 0.961
24 H -4.0731 0.6689 1.6355  O7 0.965
25 O 0.0604 -3.2137 -1.7840  H26 0.954, H43 0.958
26 H 0.2269 -2.2936 -1.9745  O25 0.954
27 O 0.7121 -0.8896 2.7488  H14 1.169, H29 0.961
28 H -2.5976 -3.9357 -2.2973  O13 0.962
29 H 0.2655 -1.6139 2.3032  O27 0.961
30 O 1.0677 1.2733 -1.6931  H32 0.958, H37 0.967
31 H -5.2568 -0.1837 1.6400  O7 0.967
32 H 0.8674 2.1856 -1.4782  O30 0.958
33 O -0.4815 1.2722 1.0064  H15 0.950, H40 0.964
34 H -4.6638 0.5893 -2.8241  O45 0.956
35 H 3.6510 0.4999 -4.1759  O39 0.968
36 O -0.0651 4.7469 0.5042  H11 0.963, H46 0.966
37 H 1.1427 0.8138 -0.8457  O30 0.967
38 H 1.7705 -0.3943 0.6165  O42 0.910
39 O 3.5948 1.4323 -4.4306  H35 0.968, H41 0.972
40 H -0.3930 0.3121 0.9878  O33 0.964
41 H 3.0768 1.6481 -3.6364  O39 0.972
42 O 2.4201 -0.1656 1.2106  H38 0.910
43 H 0.4226 -3.4273 -0.9235  O25 0.958
44 H -3.9443 4.6350 -0.2731  O22 0.956
45 O -4.4364 0.8637 -1.9366  H34 0.956, H47 0.956
46 H -0.0442 5.3689 1.2430  O36 0.966
47 H -4.4915 0.1797 -1.2703  O45 0.956

* energy above the lowest of the compared OMol25 structures with the same formula, charge and spin: 449.3 kJ/mol
* total charge: -1
* E_HOMO: -5.4 eV
* calculated total energy: -1222.39905 hartree
* orbital gap: 0.2823 hartree
* max |F|: 3.7 eV Å⁻¹

[3]
Here is 16 unconnected molecules or ions with the total composition H32O16 from the Open Molecules 2025 dataset. Energies are from ωB97M-V/def2-TZVPD.

Each atom is followed by the atoms it is bonded to, with distances in Å.
Element x y z (Å)
1 O 0.7656 0.2007 0.4413  H2 0.922, H3 1.027
2 H 1.4114 0.6818 -0.0082  O1 0.922
3 H 0.4349 -0.5889 -0.1261  O1 1.027
4 O -2.5245 -0.0403 2.5064  H5 0.960, H6 0.928
5 H -2.5989 -0.7726 1.8909  O4 0.960
6 H -3.2542 0.5322 2.5378  O4 0.928
7 O -0.6211 2.0170 1.5310  H8 0.967, H9 0.959
8 H -0.3819 2.5594 2.2956  O7 0.967
9 H -0.8288 1.1249 1.8150  O7 0.959
10 O 2.7700 -1.6875 -2.8262  H11 0.942, H12 0.926
11 H 2.2950 -2.2811 -2.2703  O10 0.942
12 H 3.0511 -1.1029 -2.1660  O10 0.926
13 O 4.7567 0.8500 2.0770  H14 0.967, H15 1.010
14 H 5.7071 0.7549 2.2310  O13 0.967
15 H 4.4316 1.8023 2.1680  O13 1.010
16 O -4.2559 1.1311 -2.2791  H17 0.971, H18 0.953
17 H -3.6709 1.7656 -1.8338  O16 0.971
18 H -4.4514 1.3746 -3.1791  O16 0.953
19 O 2.7602 -1.6738 5.1634  H20 0.976, H21 0.950
20 H 2.1182 -2.2825 4.7512  O19 0.976
21 H 2.1615 -1.1060 5.6336  O19 0.950
22 O 1.6694 3.4999 2.0794  H23 0.950, H24 0.969
23 H 2.3448 2.9087 1.7671  O22 0.950
24 H 0.7915 3.3384 1.7014  O22 0.969
25 O -2.5606 -3.0939 -1.5605  H26 0.971, H27 1.013
26 H -2.8814 -2.2396 -1.8925  O25 0.971
27 H -1.9692 -3.4868 -2.2832  O25 1.013
28 O 1.1491 -3.7829 -1.0852  H29 0.995, H30 0.906
29 H 0.2305 -4.1649 -1.0741  O28 0.995
30 H 1.7239 -4.2608 -0.5730  O28 0.906
31 O -3.0830 3.7999 1.6124  H32 0.982, H33 0.972
32 H -2.4315 4.5241 1.4905  O31 0.982
33 H -3.4630 3.5699 0.7476  O31 0.972
34 O 1.6215 2.3791 -1.9602  H35 0.976, H36 0.946
35 H 1.4671 1.4258 -2.1042  O34 0.976
36 H 0.8780 2.8782 -2.2646  O34 0.946
37 O -2.0968 -2.4578 1.0557  H38 1.014, H39 0.952
38 H -2.2137 -2.6997 0.0780  O37 1.014
39 H -1.2361 -2.5971 1.4393  O37 0.952
40 O 0.6989 -0.2732 -3.7278  H41 0.990, H42 1.014
41 H 0.8948 -1.1605 -4.1200  O40 0.990
42 H 1.2989 0.3473 -4.2602  O40 1.014
43 O -2.0159 -3.7515 3.2489  H44 1.020, H45 0.895
44 H -1.9410 -2.7413 3.1262  O43 1.020
45 H -2.5750 -4.0694 2.6269  O43 0.895
46 O 1.2849 2.7659 -5.1949  H47 0.926, H48 1.032
47 H 0.5957 3.3358 -4.9561  O46 0.926
48 H 1.7429 2.7475 -4.2705  O46 1.032

* energy above the lowest of the compared OMol25 structures with the same formula, charge and spin: 747.7 kJ/mol
* E_HOMO: -10.2 eV
* calculated total energy: -1222.91397 hartree
* orbital gap: 0.3602 hartree
* max |F|: 6.1 eV Å⁻¹

[4]
Here is 16 unconnected molecules or ions with the total composition H32O16 from the Open Molecules 2025 dataset. Energies are from ωB97M-V/def2-TZVPD.

Each atom is followed by the atoms it is bonded to, with distances in Å.
Element x y z (Å)
1 O -1.0315 -2.2260 0.8089  H2 0.925, H3 0.967
2 H -1.5235 -2.8470 0.3309  O1 0.925
3 H -1.5835 -2.1730 1.6009  O1 0.967
4 O 0.0605 -3.0560 -1.6861  H5 0.955, H6 0.939
5 H 0.1835 -3.8180 -1.1231  O4 0.955
6 H 0.5005 -2.3460 -1.2581  O4 0.939
7 O 3.7015 1.1020 0.2609  H8 0.990, H9 0.947
8 H 3.0755 1.4760 -0.4081  O7 0.990
9 H 3.9855 1.9050 0.6749  O7 0.947
10 O 1.8525 -1.0510 -0.8901  H11 0.949, H12 0.937
11 H 1.9875 -0.9130 0.0389  O10 0.949
12 H 2.4955 -1.5950 -1.3011  O10 0.937
13 O 2.1965 -0.5790 1.8759  H14 0.966, H15 0.963
14 H 2.8005 -1.2330 2.2499  O13 0.966
15 H 2.7045 0.1090 1.4339  O13 0.963
16 O 1.7125 2.0590 -1.3181  H17 0.966, H18 0.952
17 H 1.3715 1.5850 -2.0871  O16 0.966
18 H 1.0015 2.6000 -0.9881  O16 0.952
19 O -3.2595 -0.3520 -0.2781  H20 0.936, H21 0.988
20 H -3.3345 -1.2100 0.0879  O19 0.936
21 H -2.6905 0.0590 0.4179  O19 0.988
22 O 1.2065 -3.3570 1.8489  H23 0.975, H24 0.976
23 H 0.4375 -2.9460 1.4119  O22 0.975
24 H 1.3845 -2.8950 2.6899  O22 0.976
25 O -2.7075 1.0130 2.1269  H26 0.955, H27 0.970
26 H -1.8575 0.6360 2.3429  O25 0.955
27 H -2.5255 1.9510 1.9589  O25 0.970
28 O -0.2425 3.6140 -0.5011  H29 0.985, H30 0.992
29 H -0.2805 4.5360 -0.8451  O28 0.985
30 H -0.8375 3.0380 -1.0471  O28 0.992
31 O 0.6155 2.3850 1.9029  H32 0.968, H33 0.978
32 H 0.7025 1.4460 2.1199  O31 0.968
33 H 0.1065 2.2400 1.0809  O31 0.978
34 O 0.5105 0.7930 -3.2981  H35 0.975, H36 0.946
35 H 0.9325 -0.0790 -3.4101  O34 0.975
36 H -0.4065 0.6580 -3.1101  O34 0.946
37 O -0.4575 -0.0680 2.8699  H38 0.963, H39 0.963
38 H 0.2245 -0.6170 2.4689  O37 0.963
39 H -0.7695 -0.5860 3.6199  O37 0.963
40 O -1.8665 -1.1830 -2.3471  H41 0.915, H42 0.939
41 H -1.5625 -1.9350 -1.9241  O40 0.915
42 H -2.4285 -0.7790 -1.7131  O40 0.939
43 O -0.4095 0.2260 -0.3751  H44 0.994, H45 0.955
44 H -0.6835 -0.6380 0.0319  O43 0.994
45 H 0.5145 0.0320 -0.5181  O43 0.955
46 O -2.0305 2.0390 -1.8021  H47 0.940, H48 0.950
47 H -1.6585 1.3050 -1.3471  O46 0.940
48 H -2.1185 1.6770 -2.6761  O46 0.950

* energy above the lowest of the compared OMol25 structures with the same formula, charge and spin: 412.2 kJ/mol
* E_HOMO: -10.4 eV
* calculated total energy: -1223.04178 hartree
* orbital gap: 0.3605 hartree
* max |F|: 3.3 eV Å⁻¹

| no. | LUMO level (eV) |
| --- | --- |
| 1 | -2.9 |
| 2 | 2.2 |
| 3 | -0.4 |
| 4 | -0.6 |